ORCA calculation (ωB97M-V with the def2-TZVPD basis set) on C4H5NO in the gas phase.

The value obtained for the molar mass is 83.1 g/mol. As for the lowest unoccupied orbital energy: 0.0313 Ha. As for the HOMO-LUMO gap: 9.821 eV. As for the energy above the lowest of the compared OMol25 structures with the same formula, charge and spin: 88.8 kJ/mol.

Each line ends with the Löwdin charge.
Positions of all 11 atoms, in Å:
1 O 2.26388 -0.58862 -0.18576  0.129
2 C 1.15902 -0.22934 0.09924  -0.449
3 C 0.38312 0.97440 -0.38966  -0.098
4 C -0.94007 0.28090 -0.61744  -0.087
5 C -1.02120 -0.75785 0.21720  -0.136
6 N 0.21901 -1.02785 0.86377  0.049
7 H 0.84648 1.49719 -1.22456  0.118
8 H 0.27283 1.66977 0.46140  0.130
9 H -1.62008 0.51577 -1.42048  0.098
10 H -1.83780 -1.46291 0.32736  0.110
11 H 0.27480 -0.87147 1.86895  0.133

---

ORCA calculation (ωB97M-V with the def2-TZVPD basis set) on 2 unconnected molecules or ions with the total composition C4H5NO.

The value obtained for the molar mass is 83.1 g/mol. As for the lowest unoccupied orbital energy: -0.0421 Ha. As for the HOMO-LUMO gap: 7.851 eV. As for the energy above the lowest of the compared OMol25 structures with the same formula, charge and spin: 492.6 kJ/mol.

Each line ends with the Löwdin charge.
Positions of all 11 atoms, in Å:
1 C 0.67682 0.12304 1.35244  0.113
2 C 0.05766 0.26956 0.16075  -0.376
3 C -0.03771 -0.73525 -0.92535  -0.011
4 O -0.67920 -0.06870 -1.87565  -0.014
5 C -0.96598 1.21986 -1.41877  -0.163
6 N -0.63821 1.45094 -0.21856  0.124
7 H 0.61866 -2.16462 1.04935  0.043
8 H 0.39622 0.71518 2.21629  0.082
9 H 1.52363 -0.53830 1.49277  0.057
10 H 0.48078 -2.14146 0.31081  0.011
11 H -1.43268 1.86974 -2.14407  0.134

---

ORCA calculation (ωB97M-V with the def2-TZVPD basis set) on C4H5NO in the gas phase in a non-equilibrium geometry.

The value obtained for the molar mass is 83.1 g/mol. As for the lowest unoccupied orbital energy: -0.0023 Ha. As for the HOMO-LUMO gap: 8.818 eV. As for the energy above the lowest of the compared OMol25 structures with the same formula, charge and spin: 425.1 kJ/mol.

Each line ends with the Löwdin charge.
Positions of all 11 atoms, in Å:
1 N -1.10478 -1.86701 1.41329  0.081
2 C -0.96438 -0.72798 0.85132  -0.624
3 C 0.55330 -0.91824 0.03903  0.082
4 C 0.62696 0.23215 -0.41291  -0.069
5 C 0.71602 1.49580 -1.00311  -0.006
6 O -1.49398 0.36048 0.70081  -0.011
7 H -2.00100 -1.80633 1.90355  0.058
8 H 1.06950 -1.84960 0.06165  0.114
9 H 1.66345 1.02402 -1.39935  0.143
10 H -0.00166 1.70956 -1.80243  0.118
11 H 0.93656 2.34714 -0.35184  0.114

---

ORCA calculation (ωB97M-V with the def2-TZVPD basis set) on C4H5NO in the gas phase in a non-equilibrium geometry.

The value obtained for the molar mass is 83.1 g/mol. As for the lowest unoccupied orbital energy: 0.0398 Ha. As for the HOMO-LUMO gap: 9.882 eV. As for the energy above the lowest of the compared OMol25 structures with the same formula, charge and spin: 394.8 kJ/mol.

Each line ends with the Löwdin charge.
Positions of all 11 atoms, in Å:
1 O -0.59127 0.56733 1.55593  0.035
2 C -0.71864 -0.61019 1.29037  -0.294
3 N -0.01987 -1.25628 0.27582  0.035
4 C 0.83924 -0.25887 -0.38262  -0.286
5 C -0.03119 0.52017 -1.29021  -0.026
6 C 0.37315 1.11252 -0.19435  -0.067
7 H -1.49275 -1.19345 1.79765  0.132
8 H -0.73487 -1.24432 -0.48601  0.133
9 H 1.90116 -0.49002 -0.48574  0.133
10 H -0.18223 0.79936 -2.30459  0.087
11 H 0.65726 2.05376 0.22376  0.119

---

ORCA calculation (ωB97M-V with the def2-TZVPD basis set) on C4H5NO in the gas phase in a non-equilibrium geometry.

The value obtained for the molar mass is 83.1 g/mol. As for the lowest unoccupied orbital energy: 0.0360 Ha. As for the HOMO-LUMO gap: 9.541 eV. As for the energy above the lowest of the compared OMol25 structures with the same formula, charge and spin: 198.4 kJ/mol.

Each line ends with the Löwdin charge.
Positions of all 11 atoms, in Å:
1 C -1.10738 -0.72285 1.20442  -0.006
2 C -0.01298 0.08942 0.64893  -0.255
3 N 1.23647 0.03389 0.60084  0.140
4 C 1.47980 0.32040 -0.76121  -0.140
5 C 0.43157 0.89345 -1.38623  -0.194
6 O -0.63870 0.95260 -0.59849  -0.024
7 H -1.44218 -0.31447 2.15064  0.083
8 H -0.88526 -1.79610 1.30905  0.098
9 H -1.86421 -0.58644 0.43396  0.087
10 H 2.34611 -0.12887 -1.19546  0.092
11 H 0.45675 1.25897 -2.40645  0.118

---

ORCA calculation (ωB97M-V with the def2-TZVPD basis set) on a molecular structure, C4H5NO in a non-equilibrium geometry.

Its spin multiplicity is 3. The value obtained for the molar mass is 83.1 g/mol. As for the lowest unoccupied orbital energy (alpha / beta): 0.0435 / -0.0962 Ha. As for the HOMO-LUMO gap (alpha / beta): 4.853 / 7.804 eV. As for the energy above the lowest of the compared OMol25 structures with the same formula, charge and spin: 655.4 kJ/mol.

Each line ends with the Löwdin charge.
Positions of all 11 atoms, in Å:
1 C -1.11212 -0.30742 -0.34908  -0.097
2 C -0.30872 0.62992 0.52827  -0.099
3 C 0.05796 -0.82619 0.37111  -0.252
4 C 0.96944 0.78295 -0.37011  -0.285
5 N 1.24082 -0.63905 -0.44680  0.052
6 O 2.14441 0.18865 0.28738  0.071
7 H -2.05709 -0.41162 0.17444  0.107
8 H -1.07220 -0.01570 -1.40358  0.120
9 H -0.71655 0.94819 1.44495  0.114
10 H -0.15211 -1.67853 1.05738  0.156
11 H 1.00616 1.32881 -1.29396  0.114